Formula: C3NO2S
Source: the OMol25 dataset
Level of theory: ωB97M-V/def2-TZVPD

Cartesian coordinates (Å):
S 1.6283 -0.9333 1.1091
C 1.0461 1.3351 -0.6057
N 0.8278 2.3470 -1.2464
C 1.0474 0.4074 0.3441
O -1.1980 -1.2342 1.2253
O -1.8570 -0.8588 -0.9410
C -1.4946 -1.0633 0.1146

## Properties
- Lowest unoccupied orbital energy (alpha / beta): 3.4 / 3.4 eV
- Total charge: -1
- Relative energy (zero: lowest compared OMol25 entry of this formula, charge and spin): 139.5 kJ/mol
- Gap between HOMO and LUMO (alpha / beta): 0.2121 / 0.2107 hartree
- Total energy: -717.738533 Eh